Entry 1:
{
  "formula": "C2H5OP",
  "method": "ωB97M-V/def2-TZVPD",
  "elements": ["C", "C", "O", "P", "H", "H", "H", "H", "H"],
  "xyz": [[2.158, 0.076, 0.359], [-1.013, -0.566, 0.082], [2.717, 0.884, -0.277], [-1.519, 1.172, 0.207], [2.169, -0.240, 1.462], [-0.915, -0.991, -0.825], [-0.650, -1.005, 1.006], [-0.705, 1.827, -0.724], [-0.681, 1.455, 1.221]],
  "mulliken_charge": [0.09, -0.78, -0.30, 0.02, 0.21, 0.37, 0.36, 0.04, 0.00],
  "molar_mass_g_mol": 76.0,
  "total_charge": 0,
  "de_lowest_kj_mol": 434.5,
  "gap_ev": [8.3, 8.0],
  "e_lumo_ha": [0.0094, -0.0031],
  "multiplicity": 1,
  "total_energy_ev": -13486.37234
}

Entry 2:
{
  "formula": "C2H5OP",
  "method": "ωB97M-V/def2-TZVPD",
  "elements": ["C", "C", "O", "P", "H", "H", "H", "H", "H"],
  "xyz": [[-0.274, 1.908, 0.356], [-0.121, -1.263, -0.091], [1.251, -0.983, 0.074], [1.939, 0.473, 0.068], [-0.206, 2.621, -0.447], [-1.149, 1.275, 0.408], [-0.641, -0.441, -0.589], [-0.563, -1.413, 0.896], [-0.235, -2.176, -0.675]],
  "mulliken_charge": [-0.76, -0.52, -0.24, 0.17, 0.32, 0.28, 0.23, 0.27, 0.24],
  "molar_mass_g_mol": 76.0,
  "total_charge": 0,
  "de_lowest_kj_mol": 487.8,
  "gap_ev": [8.3, 7.4],
  "e_lumo_ha": [-0.0148, -0.0150],
  "multiplicity": 1,
  "total_energy_ev": -13485.81975
}

Entry 3:
{
  "formula": "C2H5OPS",
  "method": "ωB97M-V/def2-TZVPD",
  "elements": ["O", "C", "P", "C", "S", "H", "H", "H", "H", "H"],
  "xyz": [[2.902, -0.577, 0.011], [1.647, -0.117, 0.138], [0.267, -1.095, 0.056], [-1.109, 0.173, 0.312], [-2.810, -0.474, 0.019], [2.903, -1.539, -0.106], [1.623, 0.960, 0.282], [-1.115, 0.494, 1.354], [-0.962, 1.039, -0.336], [-2.597, -0.872, -1.235]],
  "mulliken_charge": [-0.45, 0.02, -0.10, -0.73, -0.18, 0.33, 0.30, 0.34, 0.36, 0.11],
  "molar_mass_g_mol": 108.1,
  "total_charge": 0,
  "smiles": "O/C=P/CS",
  "de_lowest_kj_mol": 108.0,
  "gap_ev": 9.2,
  "e_lumo_ha": 0.0207,
  "multiplicity": 1,
  "total_energy_ev": -24325.12042
}

Entry 4:
{
  "formula": "C2H5OS",
  "method": "ωB97M-V/def2-TZVPD",
  "elements": ["S", "H", "O", "C", "C", "H", "H", "H", "H"],
  "xyz": [[-0.626, -2.634, 0.554], [-0.002, -2.164, -0.544], [1.654, 1.548, -0.182], [0.909, 0.610, 0.061], [-0.572, 0.745, 0.026], [1.376, -0.383, 0.096], [-0.989, 0.351, -0.902], [-0.952, 0.114, 0.836], [-0.798, 1.813, 0.056]],
  "mulliken_charge": [-0.83, -0.10, -0.54, 0.23, -0.90, 0.27, 0.26, 0.29, 0.32],
  "molar_mass_g_mol": 77.1,
  "total_charge": -1,
  "de_lowest_kj_mol": 16.5,
  "gap_ev": 6.8,
  "e_lumo_ha": 0.1480,
  "multiplicity": 1,
  "total_energy_ev": -15038.40241
}

Entry 5:
{
  "formula": "C2H5OS",
  "method": "ωB97M-V/def2-TZVPD",
  "elements": ["S", "H", "C", "C", "O", "H", "H", "H", "H"],
  "xyz": [[-0.215, 1.708, -1.017], [0.929, 2.226, -0.545], [-0.789, -1.225, 1.539], [0.107, -1.658, 0.658], [1.077, -0.924, 0.090], [-1.521, -1.953, 1.879], [-0.888, -0.219, 1.903], [0.115, -2.707, 0.350], [0.657, -0.128, -0.368]],
  "mulliken_charge": [-0.84, -0.01, -0.62, 0.00, -0.42, 0.22, 0.26, 0.27, 0.14],
  "molar_mass_g_mol": 77.1,
  "total_charge": -1,
  "de_lowest_kj_mol": 26.2,
  "gap_ev": 7.3,
  "e_lumo_ha": 0.1571,
  "multiplicity": 1,
  "total_energy_ev": -15038.30148
}

Entry 6:
{
  "formula": "C2H5OS",
  "method": "ωB97M-V/def2-TZVPD",
  "elements": ["S", "H", "C", "C", "O", "H", "H", "H", "H"],
  "xyz": [[2.053, -0.286, -0.050], [2.451, -0.442, -1.315], [-1.798, -0.587, -0.749], [-1.771, 0.373, 0.172], [-0.708, 0.828, 0.841], [-2.733, -0.859, -1.229], [-0.883, -1.092, -1.031], [-2.681, 0.895, 0.467], [0.138, 0.413, 0.496]],
  "mulliken_charge": [-0.84, -0.03, -0.67, 0.07, -0.36, 0.24, 0.22, 0.30, 0.08],
  "molar_mass_g_mol": 77.1,
  "total_charge": -1,
  "de_lowest_kj_mol": 12.8,
  "gap_ev": 7.3,
  "e_lumo_ha": 0.1546,
  "multiplicity": 1,
  "total_energy_ev": -15038.43976
}

Entry 7:
{
  "formula": "C2H5OTl",
  "method": "ωB97M-V/def2-TZVPD",
  "elements": ["O", "C", "C", "Tl", "H", "H", "H", "H", "H"],
  "xyz": [[1.629, -0.441, -0.157], [-0.106, 0.635, 0.034], [-1.144, -0.326, -0.118], [0.617, -2.056, 0.761], [2.356, 0.183, -0.156], [-0.465, 1.561, -0.443], [0.524, 1.292, 0.651], [-1.420, -0.592, -1.147], [-1.990, -0.255, 0.578]],
  "mulliken_charge": [-0.76, 0.00, -1.23, 0.52, 0.27, 0.32, 0.32, 0.25, 0.32],
  "molar_mass_g_mol": 249.4,
  "total_charge": 0,
  "de_lowest_kj_mol": 335.8,
  "gap_ev": [6.9, 6.9],
  "e_lumo_ha": [-0.0033, -0.0034],
  "multiplicity": 1,
  "total_energy_ev": -8890.70676
}

Entry 8:
{
  "formula": "C2H5PSi",
  "method": "ωB97M-V/def2-TZVPD",
  "elements": ["C", "C", "Si", "P", "H", "H", "H", "H", "H"],
  "xyz": [[0.420, 1.127, 0.060], [0.381, -1.230, 0.152], [-0.934, 0.010, 0.840], [1.822, 0.054, 0.448], [0.191, 1.571, -0.902], [0.398, -1.099, -0.987], [-0.717, 0.018, 2.304], [-2.250, 0.547, 0.503], [2.753, 0.199, -0.681]],
  "mulliken_charge": [-0.39, -0.36, 0.42, -0.04, 0.33, 0.20, -0.08, -0.13, 0.04],
  "molar_mass_g_mol": 88.1,
  "total_charge": 0,
  "de_lowest_kj_mol": 168.7,
  "gap_ev": [7.7, 7.7],
  "e_lumo_ha": [-0.0234, -0.0234],
  "multiplicity": 1,
  "total_energy_ev": -19316.34959
}